<1>
23
Properties=species:S:1:pos:R:3 method="wB97M-V/def2-TZVPD" e_homo_ev=-9.5 e_lumo_ev=0.606
O -0.103 -1.544 -0.258
O -0.309 4.445 0.445
O 0.839 0.422 1.362
N -0.263 3.256 2.142
C -0.146 0.723 0.390
C 0.041 2.157 -0.074
C -0.023 -3.908 -0.568
C -0.510 3.215 0.850
C 0.164 -2.553 -1.209
C -0.038 -0.243 -0.779
H 0.192 -4.697 -1.300
H 0.920 -0.085 -1.308
H -0.449 2.310 -1.046
H -0.444 2.375 2.614
H 0.657 -4.033 0.286
H -1.150 0.602 0.836
H -0.515 -2.435 -2.073
H 0.808 -0.527 1.525
H 1.111 2.352 -0.243
H -0.860 -0.062 -1.496
H 1.197 -2.437 -1.585
H -0.063 4.699 1.706
H -1.057 -4.034 -0.218

***

<2>
23
Properties=species:S:1:pos:R:3 method="wB97M-V/def2-TZVPD" e_homo_ev=-9.4 e_lumo_ev=0.714 smiles="C[C@H]1CNC(=O)COC1.O"
O 1.675 0.083 0.316
O 0.201 0.334 3.897
O -0.165 -2.158 2.220
N -1.075 -0.794 0.661
C -0.573 1.489 -2.374
C -0.235 0.914 -1.000
C -1.114 -0.305 -0.717
C -0.021 -1.437 1.240
C 1.254 0.587 -0.935
C 1.347 -1.249 0.593
H 2.086 -1.641 1.303
H 1.512 -0.135 -1.733
H -1.969 -1.057 1.061
H -0.447 0.649 3.237
H -0.448 1.676 -0.234
H -0.263 -0.336 4.405
H -1.607 1.858 -2.402
H -0.856 -1.119 -1.416
H 0.094 2.327 -2.623
H -2.159 -0.038 -0.913
H 1.839 1.500 -1.107
H -0.462 0.726 -3.159
H 1.387 -1.871 -0.322

***

Quick one: least stable of them? <1>